Formula: C3H9NS2
Source: OMol25
Level of theory: ωB97M-V with the def2-TZVPD basis set

The value obtained for the HOMO energy is -8.5 eV. Its multiplicity is 1. The value obtained for the molar mass is 123.25 g mol⁻¹. Its SMILES is CSSCCN.

Element x y z (Å)
S  1.76  -1.20  -0.23
S  0.54  -1.16  1.50
N  -2.02  -1.01  -0.56
C  2.27  0.52  -0.37
C  -0.61  0.18  1.10
C  -1.42  0.25  -0.21
H  -2.15  -1.07  -1.57
H  -1.35  -1.78  -0.52
H  0.02  1.07  1.18
H  2.66  0.88  0.59
H  -2.21  0.97  0.02
H  -0.73  0.56  -1.02
H  3.21  0.65  -0.96
H  -1.38  0.12  1.86
H  1.42  1.01  -0.82